# 1
Below is a molecular structure, C31H50N3OP2Ru at a distorted geometry, with properties calculated with ωB97M-V with the def2-TZVPD basis set.

Orbital gap (alpha / beta) in Ha: 0.2072 / 0.1671
Multiplicity: 5
HOMO energy (alpha / beta) in eV: -14.85 / -17.13
Lowest unoccupied orbital energy (alpha / beta) in eV: -9.21 / -12.58
Total charge: +3

Element x y z (Å)
C1 -1.677 -1.429 -1.442
C2 0.518 -1.935 -1.145
C3 -1.727 -2.222 -2.568
C4 0.477 -2.997 -2.096
C5 -0.678 -3.091 -2.837
H1 -2.535 -2.213 -3.193
H2 1.466 -3.484 -2.464
H3 -0.650 -3.780 -3.732
N1 -0.677 -1.593 -0.597
P1 -2.680 -0.107 0.641
P2 2.489 -0.428 0.454
C6 -2.664 -0.359 -1.199
H4 -2.391 0.621 -1.678
H5 -3.643 -0.633 -1.615
C7 1.680 -0.995 -1.105
H6 2.499 -1.653 -1.459
C8 3.942 0.405 -0.565
C9 3.342 -1.234 2.205
C10 -3.429 1.617 0.825
C11 -3.854 -1.533 1.129
C12 3.734 1.889 -0.247
H7 3.807 2.128 0.824
H8 4.518 2.460 -0.767
H9 2.763 2.252 -0.611
C13 5.341 -0.082 -0.200
H10 5.625 0.047 0.846
H11 5.499 -1.129 -0.493
H12 6.053 0.507 -0.797
C14 3.905 0.233 -2.093
H13 4.576 1.000 -2.515
H14 4.236 -0.753 -2.441
H15 2.931 0.416 -2.537
C15 4.098 -0.122 2.926
H16 3.414 0.631 3.344
H17 4.654 -0.547 3.777
H18 4.821 0.419 2.313
C16 2.318 -1.786 3.180
H19 1.664 -1.018 3.608
H20 1.706 -2.585 2.746
H21 2.851 -2.234 4.039
C17 4.171 -2.405 1.721
H22 4.995 -2.123 1.065
H23 4.603 -2.932 2.586
H24 3.531 -3.116 1.178
C18 -4.269 -1.315 2.599
H25 -4.879 -2.185 2.903
H26 -3.385 -1.276 3.263
H27 -4.875 -0.403 2.727
C19 -3.139 -2.900 1.028
H28 -2.807 -3.106 -0.001
H29 -2.286 -2.979 1.715
H30 -3.877 -3.670 1.320
C20 -5.093 -1.645 0.209
H31 -5.747 -2.422 0.644
H32 -5.667 -0.711 0.141
H33 -4.819 -1.982 -0.804
C21 -2.602 2.617 -0.017
H34 -2.811 2.510 -1.092
H35 -2.876 3.642 0.292
H36 -1.517 2.483 0.132
C22 -3.348 2.028 2.312
H37 -2.304 2.190 2.623
H38 -3.893 2.979 2.433
H39 -3.801 1.277 2.975
C23 -4.895 1.645 0.354
H40 -5.010 1.280 -0.681
H41 -5.556 1.082 1.033
H42 -5.224 2.698 0.372
Ru1 -0.498 -0.169 1.111
C24 -0.721 -1.308 2.498
O1 -0.881 -1.997 3.454
N2 0.252 1.084 -0.304
C25 0.901 0.571 -1.340
C26 0.832 1.539 -2.545
C27 0.672 2.914 -2.303
C28 1.008 1.154 -3.878
C29 0.640 3.824 -3.294
H43 0.621 3.248 -1.252
C30 1.008 2.111 -4.894
H44 1.222 0.114 -4.216
C31 0.838 3.509 -4.639
H45 0.482 4.873 -3.063
H46 1.162 1.888 -5.949
H47 0.824 4.277 -5.408
N3 0.093 1.404 2.470
H48 1.075 1.290 2.755
H49 -0.488 1.434 3.317
H50 0.015 2.299 1.986

# 2
Below is a molecular structure, C18H40BInN2O6P at a distorted geometry, with properties calculated with ωB97M-V with the def2-TZVPD basis set.

Orbital gap in Ha: 0.2271
HOMO energy in eV: -3.84
Lowest unoccupied orbital energy in eV: 2.34
Total charge: -1

Element x y z (Å)
C1 1.806 1.555 4.779
C2 2.178 1.870 3.354
C3 3.076 2.871 3.009
C4 3.405 3.121 1.676
C5 2.828 2.392 0.630
C6 3.170 2.687 -0.800
In1 3.614 0.901 -2.057
O1 3.445 1.556 -4.025
O2 5.569 0.217 -1.872
B1 5.679 -0.885 -1.127
O3 5.438 -2.185 -1.591
O4 6.074 -0.792 0.228
P1 2.072 -1.089 -1.846
C7 0.298 -0.590 -2.098
C8 2.182 -1.941 -0.197
C9 1.908 1.406 0.994
C10 1.592 1.138 2.321
H1 2.490 2.027 5.476
H2 0.773 1.829 4.984
H3 1.873 0.475 4.904
H4 3.517 3.457 3.804
H5 4.115 3.908 1.467
H6 4.057 3.319 -0.809
H7 2.371 3.283 -1.242
H8 2.731 2.198 -3.999
H9 4.671 -2.218 -2.174
H10 6.665 -1.521 0.434
H11 -0.226 -0.555 -1.143
H12 -0.176 -1.337 -2.725
H13 0.254 0.371 -2.601
H14 1.338 -1.646 0.430
H15 3.112 -1.726 0.320
H16 2.112 -3.019 -0.326
H17 1.431 0.835 0.208
H18 0.888 0.342 2.525
C11 -4.452 1.066 -6.289
C12 -2.978 1.088 -5.893
C13 -2.487 -0.221 -5.260
O5 -2.884 -0.413 -3.917
C14 -4.181 -0.941 -3.734
N1 -2.737 2.247 -5.030
H19 -5.107 1.165 -5.424
H20 -4.672 1.899 -6.957
H21 -4.707 0.140 -6.809
H22 -2.397 1.230 -6.808
H23 -1.394 -0.195 -5.235
H24 -2.772 -1.089 -5.870
H25 -4.446 -1.646 -4.527
H26 -4.934 -0.149 -3.682
H27 -4.187 -1.469 -2.780
H28 -1.739 2.331 -4.855
H29 -3.131 2.039 -4.117
C15 -3.503 -1.837 5.471
C16 -2.005 -2.121 5.539
C17 -1.155 -1.169 4.686
O6 -1.177 -1.439 3.300
C18 -2.273 -0.900 2.585
N2 -1.774 -3.528 5.200
H30 -3.940 -2.183 4.535
H31 -4.019 -2.355 6.279
H32 -3.707 -0.768 5.570
H33 -1.693 -1.973 6.578
H34 -0.110 -1.291 4.983
H35 -1.419 -0.120 4.875
H36 -2.580 0.067 2.993
H37 -3.125 -1.585 2.583
H38 -1.952 -0.757 1.554
H39 -0.794 -3.749 5.349
H40 -1.899 -3.625 4.195

# 3
Below is a molecular structure, C23H30AsN7O3STi at a distorted geometry, with properties calculated with ωB97M-V with the def2-TZVPD basis set.

Orbital gap (alpha / beta) in Ha: 0.1834 / 0.2479
Multiplicity: 2
HOMO energy (alpha / beta) in eV: -2.48 / -4.24
Lowest unoccupied orbital energy (alpha / beta) in eV: 2.51 / 2.51
Total charge: -1

Element x y z (Å)
Ti1 0.184 0.119 -0.038
C1 -0.833 -2.628 -0.751
N1 0.767 -1.458 -1.831
C2 1.910 -2.296 -1.856
C3 2.744 -1.715 -0.766
N2 2.191 -1.338 0.372
C4 3.282 -0.774 1.051
C5 3.323 -0.122 2.281
C6 4.550 0.059 2.899
C7 5.736 -0.408 2.322
C8 5.719 -1.062 1.100
C9 4.486 -1.217 0.490
N3 4.092 -1.847 -0.679
C10 -1.154 -2.408 0.664
N4 -0.485 -1.721 1.625
C11 -1.320 -1.966 2.734
C12 -1.141 -1.518 4.049
C13 -1.828 -2.134 5.076
C14 -2.681 -3.222 4.843
C15 -2.848 -3.712 3.561
C16 -2.160 -3.062 2.546
N5 -2.015 -3.323 1.208
H1 -0.414 -3.634 -0.869
H2 -1.697 -2.517 -1.402
H3 0.135 -1.503 -2.617
H4 2.456 -2.155 -2.808
H5 1.817 -3.394 -1.716
H6 2.419 0.251 2.746
H7 4.588 0.572 3.852
H8 6.676 -0.258 2.836
H9 6.627 -1.439 0.647
H10 4.660 -2.358 -1.329
H11 -0.488 -0.680 4.242
H12 -1.700 -1.771 6.089
H13 -3.197 -3.691 5.671
H14 -3.472 -4.573 3.353
H15 -2.404 -4.076 0.672
N6 0.999 2.212 0.944
C17 1.960 3.237 0.531
C18 1.939 3.408 -0.977
C19 2.174 2.098 -1.727
O1 3.039 2.089 -2.605
O2 1.443 1.100 -1.417
H16 0.085 2.642 1.089
H17 1.130 1.853 1.893
H18 2.962 2.941 0.850
H19 1.720 4.190 1.015
H20 2.713 4.110 -1.286
H21 0.973 3.821 -1.286
O3 -1.012 0.059 -1.090
N7 -1.422 1.264 2.869
C20 -0.910 0.901 1.894
C21 -5.054 3.974 -0.892
As1 -5.204 2.135 -0.312
C22 -6.088 2.091 1.409
C23 -6.284 1.161 -1.589
S1 -3.313 1.265 -0.201
H22 -6.011 4.491 -0.984
H23 -4.546 3.952 -1.853
H24 -4.428 4.474 -0.156
H25 -7.087 2.528 1.416
H26 -5.436 2.627 2.096
H27 -6.133 1.044 1.698
H28 -7.294 1.555 -1.711
H29 -6.323 0.135 -1.230
H30 -5.747 1.198 -2.534

# 4
Below is a single C15H19N7OS molecule at a distorted geometry, with properties calculated with ωB97M-V with the def2-TZVPD basis set.

Orbital gap in Ha: 0.2857
HOMO energy in eV: -7.47
Lowest unoccupied orbital energy in eV: 0.30
SMILES string: COCc1cc(C)nc2sc(-c3nc(N)nc(N(C)C)n3)c(N)c12

Element x y z (Å)
C1 4.593 -0.546 2.993
O1 3.358 -0.788 2.467
C2 2.533 -1.770 3.163
C3 1.666 -2.392 2.098
C4 1.960 -3.649 1.554
C5 1.233 -4.270 0.529
C6 1.613 -5.655 0.013
N1 0.096 -3.875 -0.002
C7 -0.222 -2.616 0.516
S1 -1.620 -1.695 -0.169
C8 -1.184 -0.189 0.718
C9 -1.792 1.070 0.280
N2 -3.042 1.009 -0.173
C10 -3.441 2.156 -0.604
N3 -4.779 2.055 -0.921
N4 -2.982 3.310 -0.595
C11 -1.708 3.270 -0.305
N5 -0.971 4.341 -0.299
C12 0.456 4.319 -0.210
C13 -1.607 5.707 -0.191
N6 -1.117 2.199 0.250
C14 -0.125 -0.439 1.557
N7 0.464 0.439 2.400
C15 0.506 -1.824 1.472
H1 5.200 -0.614 2.082
H2 4.603 0.380 3.513
H3 4.838 -1.364 3.773
H4 3.098 -2.554 3.658
H5 1.941 -1.243 3.893
H6 2.954 -4.044 1.830
H7 2.329 -6.108 0.717
H8 2.032 -5.477 -0.990
H9 0.666 -6.173 -0.281
H10 -5.285 2.898 -1.011
H11 -5.169 1.161 -0.527
H12 0.855 3.726 -1.029
H13 0.769 3.963 0.745
H14 0.883 5.302 -0.233
H15 -2.515 5.739 -0.864
H16 -0.913 6.463 -0.516
H17 -1.858 5.833 0.817
H18 0.123 1.413 2.268
H19 1.450 0.322 2.489

# 5
Below is a single C4H7NO2 molecule at a distorted geometry, with properties calculated with ωB97M-V with the def2-TZVPD basis set.

Orbital gap in Ha: 0.3915
HOMO energy in eV: -9.71
Lowest unoccupied orbital energy in eV: 0.94
SMILES string: C[C@]1(OC=O)CN1

Element x y z (Å)
C1 1.349 -0.580 0.661
C2 0.349 0.258 -0.074
O1 -0.239 1.292 0.678
C3 -1.576 0.939 1.013
O2 -2.014 -0.144 1.342
C4 -0.561 -0.389 -1.187
N1 0.538 0.529 -1.485
H1 1.535 -1.539 0.167
H2 2.300 -0.040 0.727
H3 1.000 -0.776 1.679
H4 -2.094 1.893 1.180
H5 -1.545 -0.036 -1.471
H6 -0.396 -1.441 -1.385
H7 1.353 0.035 -1.845

# 6
Below is a molecular structure, C20H43MnN2P3Se at a distorted geometry, with properties calculated with ωB97M-V with the def2-TZVPD basis set.

Orbital gap (alpha / beta) in Ha: 0.1234 / 0.1610
Multiplicity: 5
HOMO energy (alpha / beta) in eV: -15.28 / -15.28
Lowest unoccupied orbital energy (alpha / beta) in eV: -11.92 / -10.90
Total charge: +3

Element x y z (Å)
Mn1 0.059 0.043 0.030
P1 0.950 -1.651 -1.727
P2 0.988 1.855 -1.170
P3 -1.388 -1.564 0.976
H1 -6.595 6.275 0.533
C1 -6.879 5.775 1.465
C2 -6.396 6.164 2.649
H2 -5.712 7.018 2.741
C3 0.052 -1.993 -3.305
C4 2.637 -1.280 -2.365
C5 1.190 -3.368 -1.105
C6 0.144 3.380 -0.628
C7 2.754 2.197 -0.916
C8 0.762 1.915 -2.992
C9 -2.660 -0.679 1.937
C10 -0.643 -2.725 2.160
C11 -2.398 -2.619 -0.137
H3 -7.594 4.945 1.398
H4 -6.701 5.667 3.580
H5 0.629 -2.707 -3.914
H6 -0.085 -1.065 -3.876
H7 -0.935 -2.424 -3.094
H8 3.042 -2.178 -2.860
H9 3.315 -1.003 -1.543
H10 2.618 -0.458 -3.094
H11 1.740 -3.952 -1.863
H12 0.227 -3.863 -0.908
H13 1.783 -3.365 -0.174
H14 0.693 4.258 -0.986
H15 0.105 3.400 0.468
H16 -0.881 3.405 -1.015
H17 3.155 2.761 -1.767
H18 3.322 1.266 -0.799
H19 2.867 2.793 -0.002
H20 1.300 2.791 -3.377
H21 -0.307 2.006 -3.225
H22 1.153 1.014 -3.481
H23 -3.268 -1.393 2.503
H24 -3.305 -0.091 1.273
H25 -2.166 0.006 2.636
H26 -1.420 -3.375 2.579
H27 -0.169 -2.160 2.972
H28 0.120 -3.345 1.673
H29 -2.947 -3.348 0.473
H30 -1.774 -3.159 -0.860
H31 -3.109 -1.991 -0.690
C12 -3.477 1.693 -0.894
C13 -3.279 2.501 0.240
C14 -4.289 3.385 0.646
C15 -5.484 3.446 -0.069
C16 -5.703 2.623 -1.171
C17 -4.705 1.742 -1.579
Se1 -2.169 0.522 -1.702
H32 -1.448 0.896 -0.308
H33 -2.346 2.450 0.798
H34 -4.127 4.017 1.509
H35 -6.238 4.149 0.231
H36 -6.647 2.673 -1.716
H37 -4.857 1.085 -2.444
C18 5.117 -1.522 0.879
N1 3.843 -1.803 1.569
C19 3.856 -2.869 2.597
C20 2.755 -1.177 1.250
N2 1.758 -0.610 0.964
H38 5.928 -2.026 1.420
H39 5.328 -0.452 0.872
H40 5.124 -1.888 -0.160
H41 3.426 -2.498 3.526
H42 3.295 -3.760 2.267
H43 4.901 -3.161 2.778

# 7
Below is a gas-phase ion, C9H9N2 (charge +1), with properties calculated with ωB97M-V with the def2-TZVPD basis set.

Orbital gap in Ha: 0.3148
HOMO energy in eV: -13.43
Lowest unoccupied orbital energy in eV: -4.87
Total charge: +1
SMILES string: Cc1[nH+]cnc2ccccc12

Element x y z (Å)
C1 -2.146 -0.932 1.084
C2 -0.709 -0.881 0.742
N1 0.098 -1.835 1.213
C3 1.441 -1.852 0.942
N2 2.016 -0.964 0.227
C4 1.282 0.045 -0.298
C5 1.917 1.018 -1.082
C6 1.179 2.043 -1.621
C7 -0.206 2.129 -1.395
C8 -0.856 1.195 -0.632
C9 -0.131 0.127 -0.060
H1 -2.748 -1.014 0.178
H2 -2.449 -0.013 1.586
H3 -2.375 -1.776 1.731
H4 -0.297 -2.573 1.792
H5 2.024 -2.659 1.361
H6 2.979 0.930 -1.241
H7 1.661 2.795 -2.226
H8 -0.761 2.944 -1.832
H9 -1.919 1.273 -0.467

# 8
Below is 2 unconnected molecules or ions with the total composition CH2N2OS at a distorted geometry, with properties calculated with ωB97M-V with the def2-TZVPD basis set.

Orbital gap in Ha: 0.2770
HOMO energy in eV: -8.39
Lowest unoccupied orbital energy in eV: -0.85
SMILES string: N=C=O.N=S

Element x y z (Å)
N1 -0.149 1.541 -1.115
C1 -0.838 0.941 -1.862
O1 -1.696 0.371 -2.421
H1 0.599 1.306 -0.580
N2 -0.282 -0.571 0.250
S1 -1.027 -1.506 -0.654
H2 -0.795 -0.099 0.985

# 9
Below is 2 unconnected molecules or ions with the total composition C4H13FSi2 at a distorted geometry, with properties calculated with ωB97M-V with the def2-TZVPD basis set.

Orbital gap in Ha: 0.2514
HOMO energy in eV: -8.05
Lowest unoccupied orbital energy in eV: -1.21

Element x y z (Å)
C1 -3.175 0.567 -1.096
C2 -0.106 -2.801 0.629
C3 2.222 0.485 1.615
C4 0.636 1.832 -0.776
F1 2.672 -0.084 -1.082
Si1 -0.026 -1.513 -0.804
Si2 1.308 0.121 -0.148
H1 -4.211 0.324 -1.186
H2 -2.851 1.033 -0.164
H3 -2.723 1.103 -1.845
H4 -0.068 -2.309 1.506
H5 -0.791 -3.670 0.654
H6 0.922 -3.237 0.712
H7 1.858 1.424 1.939
H8 2.031 -0.176 2.388
H9 3.252 0.555 1.517
H10 -0.396 1.861 -0.722
H11 1.047 2.708 -0.153
H12 0.930 1.969 -1.752
H13 -2.534 -0.192 -1.232

# 10
Below is 7 unconnected molecules or ions with the total composition C14H43N6O11 at a distorted geometry, with properties calculated with ωB97M-V with the def2-TZVPD basis set.

Orbital gap in Ha: 0.2486
HOMO energy in eV: -4.76
Lowest unoccupied orbital energy in eV: 2.00
Total charge: -1

Element x y z (Å)
N1 11.746 12.993 2.715
H1 12.111 12.455 3.491
H2 11.096 13.693 3.053
H3 11.148 12.437 2.111
H4 12.490 13.461 2.207
N2 14.097 14.530 5.932
O1 13.348 14.300 4.961
O2 13.781 14.238 7.071
O3 15.175 15.070 5.726
N3 12.125 9.910 4.288
O4 12.360 8.818 4.796
O5 12.343 11.006 4.783
O6 11.486 9.841 3.257
C1 10.083 15.717 4.633
C2 8.773 16.342 5.117
O7 8.071 15.356 5.840
O8 9.746 14.865 3.500
H5 10.608 15.226 5.453
H6 10.749 16.499 4.266
H7 8.205 16.665 4.243
H8 9.072 17.218 5.694
H9 7.693 14.775 5.173
H10 9.398 15.472 2.843
C3 10.729 12.328 -1.425
C4 10.619 11.255 -0.368
C5 11.952 10.629 -0.020
O9 12.448 9.890 -1.156
C6 13.704 9.238 -0.820
N4 10.018 11.768 0.867
H11 10.896 11.873 -2.401
H12 11.409 13.168 -1.285
H13 9.732 12.767 -1.482
H14 9.913 10.494 -0.705
H15 11.788 9.952 0.820
H16 12.711 11.349 0.288
H17 14.528 9.947 -0.733
H18 13.943 8.491 -1.576
H19 13.588 8.863 0.198
H20 9.214 12.191 0.419
H21 9.582 11.005 1.367
C7 16.026 15.358 1.248
C8 14.907 14.224 1.229
C9 15.280 13.044 2.140
O10 14.408 11.982 1.886
C10 14.798 10.729 2.349
N5 13.649 14.764 1.767
H22 16.003 15.975 2.146
H23 16.040 15.991 0.361
H24 16.950 14.780 1.215
H25 14.753 13.872 0.209
H26 15.238 13.316 3.196
H27 16.328 12.764 2.013
H28 13.980 10.025 2.202
H29 14.926 10.672 3.431
H30 15.740 10.422 1.890
H31 13.710 14.945 2.762
H32 13.430 15.699 1.452
C11 9.266 10.240 6.391
C12 9.010 11.542 5.643
C13 7.516 11.729 5.409
O11 7.308 12.882 4.608
C14 7.272 12.675 3.166
N6 9.568 12.662 6.389
H33 10.314 10.031 6.607
H34 9.003 9.386 5.766
H35 8.724 10.252 7.337
H36 9.500 11.643 4.674
H37 6.935 11.913 6.314
H38 6.984 10.894 4.948
H39 7.140 13.587 2.584
H40 6.395 12.055 2.974
H41 8.073 12.064 2.749
H42 9.432 13.531 5.892
H43 8.938 12.732 7.178